Computed, not measured: a molecular structure, C25H42BMnN10O, with ωB97M-V/def2-TZVPD.

XYZ file:
```
80
Properties=species:S:1:pos:R:3
Mn 0.2139 0.5003 0.0851
C 0.6035 2.8341 2.4504
C 0.3573 4.1082 1.6607
C -0.9130 4.8073 2.1538
C 0.2893 3.8895 0.1744
C 0.3033 4.9037 -0.7948
C 0.2457 4.2444 -1.9984
N 0.1951 2.9276 -1.7616
N 0.2190 2.6932 -0.4186
B 0.2760 1.8002 -2.8088
N 1.5883 1.0191 -2.5881
C 2.6254 0.8744 -3.4282
C 3.6630 0.2914 -2.7359
C 3.1703 0.1057 -1.4344
N 1.9164 0.5482 -1.3607
C 3.9292 -0.4619 -0.2647
C 3.3218 -0.0842 1.0834
C 4.1085 -1.9790 -0.4036
N -0.9541 0.8644 -2.6642
C -1.8134 0.5142 -3.6268
C -2.8478 -0.1999 -3.0525
C -2.5437 -0.2359 -1.6874
N -1.3801 0.3917 -1.4654
C -3.3962 -0.7740 -0.5673
C -2.8826 -2.1027 -0.0073
C -4.8525 -0.9087 -1.0054
H 0.7825 3.0632 3.5028
H -0.2730 2.1913 2.4033
H 1.4708 2.2824 2.0812
H 1.1983 4.7843 1.8286
H -1.7804 4.1542 2.0198
H -0.8288 5.0548 3.2141
H -1.1010 5.7299 1.6039
H 0.3578 5.9676 -0.6278
H 0.2487 4.6207 -3.0099
H 0.2736 2.2633 -3.9192
H 2.5566 1.2115 -4.4516
H 4.6490 0.0525 -3.1027
H 4.9203 -0.0048 -0.3147
H 2.2902 -0.4280 1.1562
H 3.8657 -0.5695 1.8958
H 3.3496 0.9949 1.2484
H 3.1424 -2.4886 -0.3709
H 4.5905 -2.2310 -1.3494
H 4.7312 -2.3670 0.4065
H -1.6509 0.8229 -4.6482
H -3.7205 -0.5926 -3.5488
H -3.3585 -0.0044 0.2128
H -2.8306 -2.8482 -0.8046
H -1.8908 -2.0090 0.4286
H -3.5628 -2.4843 0.7598
H -4.9549 -1.6902 -1.7637
H -5.4783 -1.1921 -0.1573
H -5.2381 0.0235 -1.4207
C -1.2671 -0.6775 5.4708
N -0.5381 -0.5142 4.2228
C -1.1021 -0.3584 3.0143
N -2.4397 -0.4804 2.9251
O -0.3837 -0.1060 2.0233
H -0.5500 -0.7063 6.2851
H -1.8180 -1.6185 5.4876
H -1.9535 0.1505 5.6496
H 0.4451 -0.3078 4.2525
H -3.0034 -0.7701 3.7031
H -2.8540 -0.4630 2.0102
C 0.1446 -4.0104 -3.1450
C 0.3470 -3.4092 -1.7937
C 0.5766 -3.9737 -0.5592
C 0.7191 -2.8966 0.3382
N 0.5739 -1.7438 -0.3091
N 0.3565 -2.0819 -1.5945
C 1.0360 -2.9817 1.7966
H 0.1059 -5.0943 -3.0675
H 0.9623 -3.7470 -3.8169
H -0.7880 -3.6661 -3.5966
H 0.6442 -5.0272 -0.3341
H 0.2253 -1.3513 -2.2782
H 1.9644 -3.5370 1.9433
H 0.2474 -3.5121 2.3341
H 1.1481 -1.9950 2.2326
```

Output
⟨S²⟩: 8.75
gap between HOMO and LUMO (spin up / spin down): 9.3 / 9.3 eV
net charge: +1
spin multiplicity: 6
maximum force: 0.0066 hartree/bohr
HOMO level (spin up / spin down): -11.18 / -11.17 eV
calculated total energy: -75553.3421 eV

Results of the Löwdin charge analysis, in e, for atoms 1 through 4: 0.9241, -0.0767, -0.3616, -0.0569

Computed, not measured: a molecular structure, C25H42BMnO29 at a distorted geometry, with ωB97M-V/def2-TZVPD.

XYZ file:
```
98
Properties=species:S:1:pos:R:3
Mn -5.7194 7.7374 16.0497
O -9.7133 15.1602 19.4282
C -9.8957 15.6592 18.3132
O -10.6385 16.7801 18.1171
B -10.5861 17.1589 16.6839
O -10.0440 15.9248 16.0414
C -9.5637 15.1001 16.9181
O -8.9665 14.0025 16.7005
O -9.7524 18.3596 16.3732
C -10.4458 19.2607 15.7792
O -10.0367 20.3820 15.3951
C -11.8479 18.7087 15.5501
O -11.8752 17.4721 16.1017
O -12.8511 19.2503 14.9968
C 0.5792 12.3550 12.6206
O -0.5856 11.6359 13.1196
C -1.6848 12.1180 13.6511
O -2.5857 11.4150 14.0565
O -1.5891 13.4638 13.7742
C -2.7101 14.2249 14.1835
H 0.2044 13.2385 12.1038
H 1.1615 11.6003 12.0921
H 1.0984 12.7790 13.4801
H -3.0194 14.0016 15.2046
H -3.4887 14.0117 13.4512
H -2.4723 15.2874 14.1333
C -7.2937 11.8062 8.7987
O -7.2839 11.2048 10.1949
C -8.4737 10.8434 10.8420
O -8.4553 10.1644 11.8199
O -9.5606 11.3870 10.2075
C -10.7991 11.5448 10.9272
H -6.6657 12.6786 8.6181
H -8.3156 11.9828 8.4633
H -6.8431 11.0495 8.1565
H -10.7201 11.4049 12.0053
H -11.5978 11.0222 10.4007
H -11.0843 12.5954 10.8724
C -3.0520 11.9720 21.6945
O -3.9523 11.2083 22.4423
C -4.7129 10.2688 21.8683
O -4.7236 9.9333 20.7019
O -5.4901 9.7154 22.7734
C -5.6750 10.0704 24.1444
H -2.4862 12.6388 22.3451
H -3.5524 12.6372 20.9908
H -2.3020 11.4685 21.0845
H -6.4561 9.4985 24.6453
H -5.9348 11.1163 23.9808
H -4.7673 9.9781 24.7408
C 1.5660 5.4817 19.3159
O 0.4855 5.8911 18.4237
C 0.0004 5.1568 17.4358
O -0.9325 5.6231 16.8072
O 0.7044 4.0864 17.1400
C 0.2372 3.2550 16.0417
H 2.4509 6.0986 19.1593
H 2.0075 4.4882 19.2372
H 1.2046 5.6101 20.3361
H -0.5598 2.5436 16.2580
H 1.1324 2.6745 15.8190
H -0.0367 3.8326 15.1588
C -4.8343 -0.1948 18.8041
O -5.4227 1.1313 18.7245
C -5.0638 2.1455 19.4844
O -5.2232 3.3335 19.1543
O -4.4271 1.6786 20.5745
C -3.8664 2.4556 21.6527
H -3.7516 -0.1930 18.9297
H -5.0809 -0.9780 18.0871
H -5.2628 -0.6437 19.7002
H -3.4672 1.7745 22.4043
H -4.6394 3.0881 22.0891
H -3.1016 3.0915 21.2068
C -11.8377 5.3155 15.0360
O -12.4138 6.0409 16.0442
C -11.6789 6.7815 16.8572
O -10.4224 6.8836 16.9219
O -12.6018 7.2370 17.7705
C -12.2490 8.0358 18.8818
H -11.3273 4.4385 15.4342
H -11.2172 6.0441 14.5143
H -12.5802 4.8816 14.3661
H -11.2433 7.7653 19.2036
H -12.9769 7.8785 19.6777
H -12.2795 9.0551 18.4968
C -3.8354 4.8273 10.4663
O -4.5969 3.5573 10.5483
C -5.3805 3.4301 11.6369
O -5.6435 4.2816 12.4874
O -6.0005 2.3300 11.7109
C -5.7564 1.2695 10.7926
H -3.3964 5.0071 9.4850
H -3.1143 4.9047 11.2800
H -4.5045 5.6702 10.6392
H -4.7223 0.9409 10.8966
H -6.0574 1.4802 9.7664
H -6.4166 0.4431 11.0559
```

Output
⟨S²⟩: 8.77
gap between HOMO and LUMO (spin up / spin down): 6.6 / 2.5 eV
net charge: +1
spin multiplicity: 6
energy above the lowest of the compared OMol25 structures with the same formula, charge and spin: 16.7879 eV
maximum force: 0.1350 hartree/bohr
HOMO level (spin up / spin down): -11.63 / -10.87 eV
calculated total energy: -117966.7063 eV

Results of the Löwdin charge analysis, in e, for atoms 1 through 4: 0.9886, 0.2509, -0.2312, 0.2863